{
  "formula": "C11H15N3O5",
  "method": "ωB97M-V/def2-TZVPD",
  "energy_ha": -968.585552,
  "mol_weight_g_mol": 269.26,
  "homo_lumo_gap_ev": 10.1,
  "total_charge": 0,
  "smiles": "CNC(=O)NC(=O)[C@@H](C)OC(=O)c1c(C)noc1C",
  "homo_energy_ev": -9.6,
  "elements": ["C", "N", "C", "O", "N", "C", "O", "C", "C", "O", "C", "O", "C", "C", "C", "N", "O", "C", "C", "H", "H", "H", "H", "H", "H", "H", "H", "H", "H", "H", "H", "H", "H", "H"],
  "coordinates": [[2.3818, 4.6623, 0.8812], [1.3673, 3.7616, 0.5575], [0.8308, 3.7321, -0.7146], [0.8052, 4.6779, -1.4220], [0.1865, 2.6270, -1.1871], [0.4808, 1.3369, -0.8125], [1.3846, 1.0573, 0.0147], [-0.1375, 0.1459, -1.4771], [0.7637, -0.2356, -2.6999], [-0.1434, -1.0246, -0.5949], [-1.2998, -1.2189, 0.1354], [-2.2935, -0.4686, 0.2031], [-1.2337, -2.4603, 0.9059], [-0.3760, -2.6680, 1.9854], [0.6185, -1.7214, 2.5222], [-0.5477, -3.8076, 2.4550], [-1.5401, -4.4268, 1.6827], [-2.0132, -3.5668, 0.7826], [-3.0420, -3.7535, -0.3025], [2.8262, 4.3061, 1.7934], [2.0378, 5.6933, 0.9338], [3.0441, 4.5671, 0.0286], [1.3903, 2.8096, 0.8930], [-0.2256, 2.8658, -2.0634], [-1.1877, 0.1629, -1.9197], [1.6077, -0.7894, -2.1877], [1.3090, 0.5454, -3.2392], [0.1942, -0.9129, -3.4947], [1.5947, -1.7093, 1.9870], [0.8483, -2.0848, 3.6022], [0.2875, -0.6972, 2.6018], [-2.5334, -3.8286, -1.2610], [-3.7310, -2.9201, -0.4636], [-3.6542, -4.6567, -0.1257]],
  "lowdin_charge": [-0.085, 0.012, -0.573, 0.112, 0.203, -0.344, 0.061, -0.258, -0.022, 0.025, -0.362, 0.104, -0.082, -0.352, -0.005, 0.145, 0.040, -0.222, 0.020, 0.090, 0.093, 0.092, 0.103, 0.161, 0.168, 0.103, 0.077, 0.126, 0.100, 0.118, 0.077, 0.089, 0.090, 0.094]
}